[1]
A structure of composition C45H41As2LiN. Source: the OMol25 dataset; level of theory: wB97M-V/def2-TZVPD.

```
90
Properties=species:S:1:pos:R:3:mulliken_charge:R:1
As 0.19 -1.22 2.50 0.757
As -2.77 0.58 -0.61 0.729
N 2.08 0.46 -0.85 -0.493
C 0.27 -2.79 0.09 -0.041
C 0.47 -0.27 4.26 0.250
C -5.26 -0.99 -0.82 -0.124
C -0.13 0.90 4.71 -0.170
C -1.97 -2.41 4.11 -0.325
C 3.14 1.32 -0.48 0.724
C -0.86 -2.66 3.31 0.479
C -2.33 -4.77 4.38 -0.454
C -2.38 -0.62 0.95 -1.155
C -3.35 0.21 -3.34 -0.543
C 4.37 0.76 -0.15 -0.833
C -1.61 -1.31 -2.71 0.232
C 0.46 2.81 -0.06 -0.558
C -0.79 -5.03 -0.15 -0.291
C -2.37 -1.23 -5.00 -0.442
C -0.68 3.63 -0.18 -0.389
C -6.62 -1.21 -0.69 -0.629
C -3.27 -0.24 -4.65 -0.633
C -0.48 -3.97 3.07 -0.700
C -7.46 -0.18 -0.27 -0.400
C -0.70 -6.41 -0.22 -0.616
C -0.70 4.84 -0.85 -0.766
C -4.71 0.26 -0.53 -0.240
C -6.92 1.07 0.02 -0.485
C 1.47 -0.84 5.05 -0.484
C 4.04 3.48 -0.01 -0.637
C 1.60 -4.89 -0.03 -0.264
C -2.53 -0.34 -2.34 -0.084
C 5.27 2.93 0.30 -0.784
C -1.54 -1.76 -4.02 -0.751
C 0.25 1.48 5.92 -0.725
C 1.68 -6.27 -0.10 -0.521
C 0.53 -7.06 -0.20 -0.563
C 0.36 -4.20 -0.07 0.433
C -2.70 -3.46 4.64 -0.715
C 1.62 4.56 -1.35 -0.636
C 5.44 1.55 0.24 -0.578
C 0.46 5.31 -1.47 -0.539
C 1.85 -0.27 6.26 -0.688
C 2.95 2.70 -0.40 0.525
C -1.37 -0.07 1.99 -2.561
C 1.23 0.90 6.70 -0.383
C -1.21 -5.03 3.60 -0.480
C 1.62 3.36 -0.64 0.475
C -5.55 1.28 -0.11 -0.386
Li 0.51 0.87 0.56 1.230
H 2.62 -0.73 6.85 0.369
H -4.62 -1.80 -1.15 0.364
H -0.90 1.39 4.13 0.183
H 1.97 -1.74 4.71 0.347
H -7.56 1.87 0.35 0.377
H 0.59 -8.13 -0.26 0.364
H 6.39 1.10 0.50 0.373
H -1.61 5.43 -0.91 0.357
H -2.31 -1.59 -6.02 0.367
H 2.39 -0.46 -1.13 0.146
H -3.92 0.20 -5.40 0.383
H 0.46 6.23 -2.03 0.354
H 6.09 3.57 0.61 0.365
H 2.65 -6.75 -0.07 0.352
H -0.90 -6.05 3.39 0.423
H -0.94 -1.74 -1.98 0.341
H -1.00 0.94 1.73 1.834
H -3.36 -0.62 1.42 0.478
H -2.18 -1.65 0.67 0.404
H -1.62 3.30 0.26 0.374
H -5.13 2.26 0.11 0.383
H 2.53 4.91 -1.82 0.464
H -1.92 0.09 2.91 0.594
H -2.25 -1.39 4.36 0.315
H -1.62 -6.99 -0.28 0.352
H 0.37 -4.18 2.43 0.494
H 1.15 -2.21 -0.16 -0.088
H 2.51 -4.31 0.06 0.328
H -7.04 -2.18 -0.91 0.389
H -0.23 2.40 6.25 0.375
H -4.06 0.99 -3.09 0.345
H -8.52 -0.34 -0.17 0.361
H 3.89 4.55 0.08 0.477
H -2.91 -5.59 4.78 0.359
H -1.77 -4.56 -0.15 0.340
H -0.67 -2.35 -0.23 -0.717
H 1.49 0.87 -1.57 0.326
H 1.53 1.35 7.64 0.361
H -0.82 -2.53 -4.27 0.461
H -3.57 -3.25 5.26 0.393
H 4.49 -0.32 -0.21 0.362
```

Properties
* frontier orbital gap: 5.212 eV
* charge: -1

---

[2]
A structure of composition C45H41AsN9O2S3Ti. Source: the OMol25 dataset; level of theory: wB97M-V/def2-TZVPD.

```
102
Properties=species:S:1:pos:R:3:mulliken_charge:R:1
As -0.05 -2.41 -0.24 1.724
Ti 1.19 0.97 0.38 0.392
S 3.48 0.10 0.00 -0.349
S -0.48 3.73 0.13 0.864
S 1.59 -0.53 2.47 -0.555
O -0.91 2.45 3.49 -0.576
O 0.13 4.88 -0.57 -0.784
N -0.15 2.29 -0.66 0.544
N -1.86 -0.95 4.27 -0.924
N -1.06 -0.14 2.41 1.093
N 1.97 2.28 1.17 0.218
N 4.29 2.29 1.55 0.334
N -0.50 -1.13 4.18 0.372
N -0.90 0.67 1.29 0.941
N 5.85 0.98 0.81 0.260
N 1.09 0.35 -1.88 1.164
C 6.52 -0.12 0.13 -0.869
C -1.90 -3.27 -3.98 -0.803
C -0.31 2.25 -2.05 0.112
C -3.23 -4.28 2.73 -0.530
C 5.51 2.81 1.96 -0.319
C -2.27 3.89 -0.12 0.348
C 0.32 1.15 -2.68 -0.922
C 0.02 -0.62 3.06 -0.136
C 0.19 0.93 -4.07 1.334
C -5.01 4.27 -0.18 -0.554
C -4.16 5.36 -0.02 -0.693
C -1.37 -3.21 0.95 0.119
C -2.74 -3.09 0.70 -0.438
C 1.68 -0.68 -2.44 0.246
C 1.56 -1.02 -3.79 -1.334
C 4.52 1.16 0.83 0.030
C 0.82 -0.21 -4.61 -0.890
C -1.80 -1.21 -2.15 0.517
C 1.11 -3.95 -0.45 0.386
C 2.83 -6.13 -0.69 -0.545
C 3.34 -4.86 -0.53 -0.731
C -1.87 -4.41 2.98 -0.711
C 2.94 3.93 2.67 -1.292
C -1.10 2.93 -4.24 -1.072
C 6.47 1.99 1.51 -0.767
C -2.57 -1.07 -3.30 -0.658
C 2.99 2.86 1.83 0.661
C -3.52 0.16 2.81 -1.430
C -3.66 -3.62 1.59 -0.710
C -2.79 5.17 0.01 -0.725
C -2.62 -2.11 -4.22 -0.788
C 0.52 4.30 3.24 -0.807
C 1.76 4.73 2.94 -0.348
C 0.60 -5.24 -0.59 -0.555
C -0.95 -3.88 2.09 -0.596
C -3.11 2.80 -0.31 0.228
C -2.18 -0.32 3.19 0.832
C -0.55 1.84 -4.85 -1.045
C 0.22 2.91 3.48 0.230
C 2.49 -3.77 -0.41 -0.289
C -1.08 -2.37 -1.90 0.696
C -1.14 -3.40 -2.83 -0.989
C -0.97 3.15 -2.85 -0.377
C -4.49 3.00 -0.33 -0.867
C 1.45 -6.33 -0.71 -0.769
H 0.71 -0.43 -5.66 0.461
H -1.74 -0.37 -1.47 -0.451
H 5.60 3.71 2.53 0.473
H -3.11 -0.15 -3.47 0.511
H -3.09 -2.60 -0.20 0.503
H -4.23 -0.12 3.58 0.412
H -1.49 0.33 0.53 -0.388
H -1.53 -4.94 3.86 0.447
H -3.22 -2.01 -5.12 0.407
H -1.19 1.62 1.55 -0.182
H -3.83 -0.30 1.86 0.228
H 1.04 -7.32 -0.81 0.430
H -1.40 4.06 -2.44 0.633
H -2.70 1.82 -0.49 0.015
H -3.95 -4.70 3.42 0.412
H 0.00 -1.62 4.90 0.220
H -4.72 -3.53 1.39 0.458
H -0.30 5.00 3.34 0.389
H -1.94 -4.08 -4.70 0.405
H 0.11 -4.00 2.29 0.471
H 7.59 -0.02 0.29 0.320
H -0.58 -4.31 -2.68 0.462
H 2.90 -2.78 -0.25 0.103
H 6.31 -0.08 -0.94 0.337
H -1.64 3.66 -4.83 0.463
H 3.85 4.34 3.06 0.302
H 7.54 2.05 1.61 0.442
H 2.29 -1.31 -1.80 0.108
H 2.06 -1.91 -4.16 0.503
H 3.50 -6.98 -0.79 0.399
H -6.08 4.42 -0.21 0.409
H 4.41 -4.70 -0.50 0.435
H -2.11 6.01 0.12 0.525
H -4.57 6.35 0.08 0.435
H 1.08 2.26 3.74 0.518
H 6.17 -1.07 0.53 0.338
H -3.51 1.24 2.69 0.291
H -0.47 -5.41 -0.57 0.462
H -5.15 2.15 -0.49 0.492
H -0.66 1.67 -5.91 0.451
H 1.93 5.80 2.89 0.451
```

Properties
* frontier orbital gap: 7.256 eV
* charge: +1

---

[3]
A structure of composition C45H41BBrF4N13PSW at a distorted geometry. Source: the OMol25 dataset; level of theory: wB97M-V/def2-TZVPD.

```
108
Properties=species:S:1:pos:R:3:mulliken_charge:R:1
W 0.37 -0.33 0.50 -0.334
Br 2.62 1.57 2.78 0.083
S -2.08 -0.51 0.25 0.291
P 0.13 2.24 0.38 1.939
F -0.37 5.13 0.42 -0.428
F 3.76 4.04 3.71 -0.283
F 3.10 6.64 3.21 -0.217
F 0.95 7.15 1.55 -0.237
N -4.32 -0.33 1.74 0.401
N 0.99 -1.23 -3.74 0.580
N 2.68 -3.32 3.43 0.141
N 0.37 -2.46 0.56 0.081
N 1.03 -1.42 3.25 0.833
N 0.58 -0.55 -1.67 1.301
N -4.60 -0.72 -0.54 0.198
N 2.46 -0.69 0.67 0.107
N 4.01 -3.32 3.61 -1.010
N 1.09 -3.16 1.47 0.538
N 0.26 -0.52 2.59 0.751
N 4.20 -3.73 -9.13 -0.326
N 2.93 -1.53 1.63 0.580
C 0.40 2.86 -1.32 0.632
C -5.63 0.26 1.98 -1.168
C 4.70 -0.62 0.66 -1.566
C 1.88 2.69 -3.23 -0.404
C 1.42 -1.22 -2.46 -1.047
C 4.34 -4.27 4.44 -0.372
C 4.27 -1.49 1.65 0.177
C -3.59 -0.69 2.93 -1.179
C -0.27 -3.36 -0.20 -0.379
C 0.10 4.29 -3.24 -0.885
C -1.89 3.18 2.10 -1.092
C -0.43 -0.13 -2.50 -0.574
C 3.60 -3.37 -8.23 -0.163
C 0.04 -4.65 0.22 -1.635
C -3.83 3.21 0.12 -1.076
C 1.19 3.71 -3.87 -0.940
C -5.91 -1.34 -0.45 -1.239
C 2.43 5.67 2.63 0.528
C 0.91 -4.47 1.28 0.146
C 1.63 -1.82 -4.87 1.801
C -0.12 -0.31 4.79 -2.003
C -0.19 -0.55 -3.77 -0.893
C 1.35 5.92 1.79 0.246
C 1.04 3.52 1.37 -0.348
C 2.09 3.30 2.26 0.138
C -2.58 2.70 -0.16 -0.800
C 2.60 -2.80 -4.72 -0.441
C 3.54 -0.14 0.08 -0.620
C -0.43 0.16 3.52 -0.895
C -1.58 2.73 0.82 1.598
C -4.11 3.73 1.37 -0.982
C 2.78 4.34 2.88 0.148
C 1.87 -1.95 -7.27 -1.173
C 2.14 -4.25 4.25 -0.330
C -3.14 3.69 2.37 -1.139
C -0.31 3.87 -1.98 -0.440
C 3.17 -4.89 4.91 -1.041
C -4.14 -0.55 -1.90 -0.896
C -3.83 -0.52 0.52 0.267
C 1.50 2.28 -1.97 0.309
C 1.25 -1.41 -6.16 -0.513
C 0.68 4.86 1.19 -0.039
C 2.89 -2.89 -7.10 0.499
C 3.24 -3.33 -5.82 -1.092
C 0.82 -1.31 4.57 0.169
B 1.97 -2.39 2.48 0.559
H -1.25 0.47 -2.14 -0.026
H 1.08 -4.40 4.32 0.618
H 1.40 -5.21 1.90 0.633
H 4.00 -4.08 -5.70 0.482
H 5.71 -0.36 0.42 0.580
H -5.99 -2.10 -1.23 0.459
H -6.72 -0.62 -0.60 0.399
H -4.20 -1.38 3.52 0.463
H 1.57 -1.64 -8.26 0.486
H -5.07 4.19 1.57 0.538
H -4.99 -0.30 -2.53 0.508
H -1.11 0.95 3.24 0.883
H -2.35 2.34 -1.16 0.638
H 2.34 -1.66 -2.13 0.508
H -0.78 -0.42 -4.65 0.539
H -1.13 3.20 2.87 0.687
H -6.05 -1.84 0.51 0.426
H 2.04 1.50 -1.46 -0.605
H -0.30 -5.58 -0.19 0.536
H -3.39 0.18 3.55 0.346
H -3.36 4.10 3.34 0.570
H 2.87 -3.17 -3.74 0.418
H -3.41 0.26 -1.96 0.149
H -4.58 3.24 -0.66 0.570
H -2.66 -1.19 2.67 0.269
H 3.47 0.57 -0.71 0.551
H 1.49 4.05 -4.85 0.497
H -5.53 0.97 2.80 0.417
H 3.12 -5.65 5.67 0.500
H 4.84 -2.08 2.35 0.701
H 5.37 -4.46 4.71 0.528
H -0.50 0.01 5.73 0.615
H -0.91 -3.05 -1.00 0.517
H -0.42 5.11 -3.71 0.530
H 0.49 -0.66 -6.32 0.312
H 2.74 2.23 -3.72 0.597
H -5.99 0.78 1.11 0.382
H -6.36 -0.49 2.29 0.379
H -1.16 4.34 -1.53 0.527
H 1.33 -1.93 5.28 0.664
H -3.69 -1.47 -2.28 0.374
```

Properties
* 2S+1: 2
* frontier orbital gap (spin up / spin down): 3.358 / 3.937 eV
* charge: +4

---

[4]
A structure of composition C45H41BaCl2GeN4O2P2 at a distorted geometry. Source: the OMol25 dataset; level of theory: wB97M-V/def2-TZVPD.

```
98
Properties=species:S:1:pos:R:3:mulliken_charge:R:1
Ba -0.34 -0.34 0.47 0.701
Ge 1.73 -0.06 -1.93 1.714
Cl 1.71 -2.94 7.12 -0.204
Cl 0.86 -5.57 5.66 -0.200
P -1.96 1.87 -1.86 2.021
P -3.77 0.11 0.24 1.958
O 2.04 0.86 4.04 -0.587
O -0.12 -4.98 0.95 -0.654
N 0.43 -0.39 2.88 -0.127
N -0.37 2.16 1.79 0.685
N -1.34 -2.42 -1.10 1.068
N -0.33 -2.72 1.57 0.285
C 0.30 -4.04 3.54 -0.734
C 0.18 -2.82 2.81 -0.194
C 0.76 -4.07 4.82 -0.014
C -3.86 3.90 -1.36 -0.294
C -2.59 1.31 -3.48 -1.527
C 2.71 -1.80 -2.26 -0.690
C 2.91 -4.19 -1.76 -0.690
C 3.81 -1.95 -3.11 -0.041
C -4.85 -0.88 -0.85 -1.377
C -4.60 -0.21 1.84 -1.648
C 5.38 1.58 1.73 -0.898
C 0.61 3.23 3.70 -0.730
C 1.51 0.48 -3.84 -1.580
C 1.15 -2.86 5.49 -0.075
C -4.23 1.84 -0.16 0.227
C -3.47 2.59 -1.08 -0.392
C -1.03 3.35 -2.39 -1.462
C -0.54 -3.85 0.76 -0.067
C -5.34 2.43 0.44 -0.932
C -5.71 3.74 0.16 -0.848
C 3.53 2.31 -1.98 -0.310
C -4.96 4.48 -0.75 -0.946
C 5.06 3.02 -0.25 -1.024
C 3.62 -0.29 0.68 0.095
C 1.05 0.80 3.34 0.241
C 4.78 1.83 0.47 1.337
C 0.39 2.12 2.90 0.068
C -1.91 -2.25 -2.29 -0.710
C 2.29 -2.96 -1.60 0.153
C -1.32 -3.63 -0.55 -0.006
C -0.83 4.46 2.25 -1.045
C -2.52 -3.29 -2.97 -0.680
C -0.96 3.31 1.49 -0.474
C 3.22 1.14 -1.34 0.338
C 1.07 -1.67 4.85 -0.685
C 4.45 3.25 -1.45 -0.904
C -1.90 -4.73 -1.16 -0.498
C -2.52 -4.55 -2.39 -0.656
C 0.60 -1.56 3.51 0.246
C 4.45 -3.16 -3.29 -0.763
C 3.88 0.89 -0.08 -0.278
C 5.11 0.44 2.43 -0.507
C 4.00 -4.29 -2.62 -0.471
C 4.21 -0.51 1.89 -1.039
C -0.02 4.42 3.37 -0.443
H -4.28 0.52 2.58 0.440
H -1.50 3.88 -3.22 0.471
H 3.06 2.54 -2.93 0.352
H -4.78 -1.93 -0.57 0.402
H -2.97 -3.11 -3.94 0.501
H 6.07 2.31 2.14 0.370
H -5.89 -0.56 -0.77 0.449
H 1.11 1.49 -3.95 0.378
H 0.12 5.30 3.98 0.434
H -5.69 -0.21 1.78 0.436
H -5.93 1.86 1.15 0.318
H -0.89 4.04 -1.56 0.468
H 5.56 0.27 3.39 0.404
H -3.27 0.46 -3.37 0.278
H 2.43 0.44 -4.42 0.457
H -3.11 2.10 -4.01 0.477
H -2.98 -5.38 -2.89 0.432
H 1.25 3.15 4.56 0.546
H 0.02 -4.96 3.07 0.676
H -4.54 -0.80 -1.89 0.237
H -1.84 -5.70 -0.70 0.572
H 4.50 -5.24 -2.75 0.366
H 4.00 -1.42 2.44 0.447
H 4.20 -1.08 -3.63 0.236
H 2.98 -1.05 0.26 -0.143
H 0.80 -0.20 -4.32 0.333
H -0.03 3.02 -2.70 0.124
H -1.74 0.98 -4.09 0.396
H 1.38 -0.77 5.37 0.621
H -1.58 3.31 0.60 0.448
H 1.45 -2.90 -0.92 0.352
H 2.55 -5.06 -1.22 0.492
H -4.28 -1.19 2.19 0.373
H 5.75 3.74 0.16 0.377
H -3.28 4.48 -2.06 0.301
H -6.57 4.18 0.65 0.416
H -1.85 -1.25 -2.70 0.323
H 4.66 4.16 -2.00 0.402
H -1.35 5.36 1.95 0.473
H 5.30 -3.23 -3.95 0.395
H -5.23 5.50 -0.98 0.439
```

Properties
* 2S+1: 2
* frontier orbital gap (spin up / spin down): 6.127 / 4.182 eV
* charge: 0

---

[5]
A structure of composition C45H41BrKN7O7 at a distorted geometry. Source: the OMol25 dataset; level of theory: wB97M-V/def2-TZVPD.

```
102
Properties=species:S:1:pos:R:3:mulliken_charge:R:1
Br 3.70 -1.16 1.06 -0.100
K 0.26 0.16 -0.24 1.603
O 0.43 -0.55 2.00 -0.384
O 1.62 1.62 0.88 -0.572
O -6.26 1.25 2.22 -0.664
O -0.97 -2.41 -1.26 0.481
O -6.54 -2.41 4.84 -0.577
O 0.45 0.29 -2.64 -0.900
O -2.08 -3.09 -3.48 -0.935
N 1.18 -3.08 -1.97 0.480
N -1.37 1.73 -2.63 -0.940
N -1.32 1.96 -1.32 0.453
N -1.64 2.27 1.37 0.060
N -6.24 -0.21 3.93 -0.082
N -2.84 -1.26 0.99 0.169
N 2.10 -2.63 -1.14 -0.612
C -1.75 1.26 -5.35 -0.141
C -0.28 -5.91 -2.09 -0.324
C -0.97 0.42 -4.55 0.218
C 2.83 2.64 4.69 -0.711
C -1.80 4.33 -1.78 -1.533
C -0.12 -3.50 -1.42 -1.015
C -1.44 2.41 2.67 -0.001
C -5.87 0.18 2.66 0.224
C 3.19 3.41 3.57 -0.438
C 1.97 1.90 2.05 -0.141
C -4.56 -2.92 0.95 -1.205
C 6.29 -3.49 -4.10 -0.595
C -1.69 -0.34 -7.15 -0.341
C -0.92 -1.18 -6.36 -0.579
C -3.26 -2.49 0.71 -0.209
C 2.78 3.06 2.32 -0.629
C 7.61 -1.50 -4.21 -0.421
C -2.09 0.89 -6.64 -0.642
C -1.55 3.15 -0.87 0.389
C -1.07 3.60 3.29 -0.778
C 0.21 -0.72 4.35 -1.894
C 7.02 -1.04 -3.04 -0.413
C -2.18 -5.39 -4.02 -0.688
C -0.69 -4.61 -2.28 0.059
C -1.17 4.60 1.12 -0.879
C -0.56 -0.80 -5.08 0.033
C 4.19 -1.57 -0.73 0.113
C 5.69 -3.03 -2.94 -0.355
C 6.04 -1.79 -2.39 0.577
C 7.25 -2.72 -4.75 -0.397
C -3.69 -0.41 1.56 -0.184
C -5.70 -1.28 4.73 -0.574
C -1.47 3.34 0.57 0.629
C 2.05 1.52 4.49 -0.645
C -1.68 -4.29 -3.27 0.611
C 0.75 -0.05 3.08 0.338
C 5.46 -1.34 -1.12 -1.096
C -1.75 -6.68 -3.80 -0.319
C -0.79 -6.97 -2.83 -0.751
C -4.99 -0.76 1.92 -0.214
C -5.43 -2.04 1.58 -0.149
C -0.95 4.72 2.48 -0.560
C 1.59 1.12 3.22 0.961
C -0.58 0.79 -3.15 0.159
C 3.13 -2.02 -1.59 -0.352
H -5.58 -0.92 5.75 0.335
H -0.87 3.64 4.35 0.360
H 0.47 -6.11 -1.33 0.380
H 4.96 -3.64 -2.43 0.500
H -0.61 -2.15 -6.73 0.363
H -2.53 -3.13 0.24 0.306
H -1.97 -0.64 -8.15 0.345
H 6.01 -4.46 -4.49 0.368
H -2.07 2.21 -4.94 0.363
H 3.80 4.30 3.71 0.358
H -0.90 4.95 -1.90 0.289
H 3.16 2.91 5.68 0.363
H 6.12 -0.81 -0.44 0.381
H 1.01 -1.23 4.88 0.402
H -2.93 -5.17 -4.78 0.390
H 0.04 -1.45 -4.45 0.155
H -6.46 -2.32 1.75 0.821
H -0.54 -1.45 4.05 0.347
H -2.17 -7.49 -4.40 0.329
H -0.24 0.01 5.02 0.481
H -3.31 0.60 1.73 0.458
H 8.36 -0.89 -4.71 0.348
H -0.67 5.68 2.90 0.350
H 1.78 0.93 5.36 0.301
H -2.07 3.94 -2.76 0.281
H 7.72 -3.09 -5.65 0.358
H -1.59 1.52 3.27 0.424
H -2.69 1.55 -7.26 0.363
H 1.13 -2.67 -2.90 0.298
H -4.88 -3.91 0.66 0.428
H -6.57 -2.85 3.98 0.356
H -1.50 -2.37 -2.13 0.277
H -1.07 5.46 0.47 0.367
H 3.06 3.65 1.45 0.413
H 3.24 -1.80 -2.66 0.549
H 7.32 -0.08 -2.63 0.395
H 0.14 -3.89 -0.42 0.360
H -6.88 0.42 4.38 0.257
H -4.72 -1.55 4.33 0.429
H -2.60 4.96 -1.40 0.389
H -0.46 -7.98 -2.66 0.351
```

Properties
* frontier orbital gap: 5.896 eV
* charge: -2

---

Question: charge of number 4 (C45H41BaCl2GeN4O2P2)?
Answer: 0

---

Question: The lowest charge belongs to which entry?
Answer: C45H41BrKN7O7

---

Question: Which value of charge does entry 3 give?
Answer: +4